Record 1
97
Properties=species:S:1:pos:R:3 method="wB97M-V/def2-TZVPD" relative_energy_kcal_mol=20.2 charge=+3 multiplicity=4 fmax_ev_per_a=0.8 total_energy_ev=-116562.0870 molar_mass_da=969.43 s_squared=3.80 homo_lumo_gap_ev="5.086 / 1.666"
V 1.7319 0.2076 0.9849
F -2.9859 -0.1423 -3.8828
C -2.6416 -1.1255 -3.0783
C -1.5507 -0.9580 -2.2703
C -1.2418 -1.9326 -1.3393
C -0.1007 -1.7143 -0.4234
O 0.6007 -0.6996 -0.5613
C 0.1207 -2.7283 0.5390
C -0.6355 -3.8580 0.5205
N -1.6732 -4.0856 -0.3288
C -2.4374 -5.3195 -0.2017
C -1.6884 -6.6073 -0.0500
C -2.4031 -6.3129 -1.3318
C -2.0432 -3.1222 -1.2378
C -3.1513 -3.2763 -2.0506
C -3.4940 -2.3022 -3.0081
N -4.5828 -2.4352 -3.8051
C -5.7795 -3.1678 -3.3697
C -6.3459 -4.0680 -4.4538
N -6.6229 -3.2611 -5.6887
C -5.3721 -2.5635 -6.1380
C -4.8275 -1.6667 -5.0371
C 1.2641 -2.5993 1.5063
O 1.9065 -3.5535 1.8474
O 1.4487 -1.3537 1.8985
H -0.9643 -0.0457 -2.3200
H -0.4142 -4.6578 1.2160
H -3.3529 -5.1899 0.3631
H -2.1054 -7.3375 0.6273
H -0.6076 -6.5771 -0.0754
H -3.3125 -6.8548 -1.5524
H -1.7838 -6.0750 -2.1869
H -3.7141 -4.1922 -1.9864
H -6.5207 -2.4162 -3.0717
H -5.5732 -3.7675 -2.4911
H -7.2757 -4.5251 -4.1197
H -5.6455 -4.8513 -4.7413
H -7.3649 -2.5772 -5.5071
H -6.9760 -3.8670 -6.4356
H -5.6003 -1.9710 -7.0223
H -4.6611 -3.3438 -6.4077
H -5.5174 -0.8453 -4.8169
H -3.9079 -1.2365 -5.4135
C 0.6827 0.8763 4.2846
C 1.7703 1.6733 3.6599
N 2.4008 1.3750 2.5225
C 3.3216 2.3919 2.2960
C 3.2554 3.2760 3.3118
N 2.2770 2.8065 4.1645
C 1.8651 3.5237 5.3818
N 1.5735 4.8811 5.0892
N 2.5695 5.8086 5.2178
N 2.1534 6.9306 4.8057
C 0.8479 6.7949 4.3707
C -0.0317 7.7386 3.8354
C -1.2824 7.2909 3.4790
C -1.6589 5.9432 3.6498
C -0.8027 5.0034 4.1789
C 0.4642 5.4654 4.5391
H -0.2852 1.3551 4.1229
H 0.8406 0.7654 5.3565
H 0.6581 -0.1168 3.8443
H 3.9470 2.4165 1.4189
H 3.7910 4.1884 3.5131
H 2.6886 3.5076 6.0933
H 0.9990 3.0221 5.8063
H 0.2672 8.7705 3.7178
H -2.0009 7.9839 3.0638
H -2.6567 5.6424 3.3587
H -1.1047 3.9719 4.3059
C 5.0476 -0.6499 1.8430
P 4.0184 -0.4515 0.3678
C 4.1650 -2.0438 -0.4946
C 4.8109 0.7643 -0.7022
C 4.1762 1.1069 -1.8980
C 4.7618 2.0179 -2.7593
C 5.9784 2.6020 -2.4278
C 6.6094 2.2726 -1.2372
C 6.0301 1.3541 -0.3736
H 5.1350 0.2870 2.3901
H 6.0387 -1.0054 1.5595
H 4.5783 -1.3913 2.4909
H 5.2179 -2.2312 -0.7074
H 3.6207 -2.0110 -1.4386
H 3.7742 -2.8483 0.1299
H 3.2176 0.6682 -2.1555
H 4.2697 2.2805 -3.6859
H 6.4337 3.3174 -3.0991
H 7.5567 2.7265 -0.9802
H 6.5389 1.1028 0.5480
F 1.6630 1.8793 -0.1564
Sb -0.1821 2.6518 -0.0105
F -0.4083 1.7508 -1.6570
F -0.3237 1.0457 1.1343
F 0.3545 3.4464 1.6008
F -2.0327 2.8195 0.1317
F 0.2026 4.2293 -0.8989


Record 2
83
Properties=species:S:1:pos:R:3 method="wB97M-V/def2-TZVPD" relative_energy_kcal_mol=0.0 charge=-1 fmax_ev_per_a=0.4 total_energy_ev=-172722.8934 molar_mass_da=773.31 homo_lumo_gap_ev=5.811
Ru -1.2343 0.6411 0.4701
N -5.8821 -1.1069 0.9244
C -4.5741 -0.6463 0.9810
O -3.7412 -1.2558 1.6141
C -4.3562 0.6324 0.2047
C -3.1679 1.4849 0.6189
H -6.0345 -2.0485 1.2438
H -6.5201 -0.7274 0.2491
H -5.3000 1.1957 0.2562
H -4.2327 0.3274 -0.8416
H -3.3290 1.8580 1.6396
H -3.1871 2.3761 -0.0179
C 3.4930 -1.3959 6.6984
C 3.1391 0.0336 6.2638
C 4.4318 0.8529 6.1394
C 2.2805 0.6639 7.3606
C 2.4163 0.0023 4.9194
C 1.1393 0.5010 4.7325
C 0.5611 0.4345 3.4770
Br -1.1911 1.1167 3.1942
C 1.1683 -0.1116 2.3333
O 0.5819 -0.1800 1.1873
C 2.4951 -0.6178 2.5362
C 3.0558 -0.5462 3.7961
C 3.2471 -1.2145 1.3445
C 2.4692 -2.4114 0.7757
C 4.6413 -1.7120 1.7334
C 3.4223 -0.1411 0.2599
H 4.0111 -1.3878 7.6618
H 4.1421 -1.8828 5.9697
H 2.5890 -1.9997 6.7957
H 4.9616 0.8846 7.0960
H 4.2067 1.8762 5.8334
H 5.1029 0.4225 5.3951
H 2.8310 0.6630 8.3043
H 1.3538 0.1073 7.5112
H 2.0240 1.6977 7.1221
H 0.5753 0.9445 5.5407
H 4.0575 -0.9333 3.9289
H 2.3624 -3.1888 1.5363
H 3.0128 -2.8411 -0.0720
H 1.4768 -2.1109 0.4466
H 4.5959 -2.5043 2.4842
H 5.2679 -0.9046 2.1189
H 5.1321 -2.1207 0.8470
H 2.4591 0.2467 -0.0646
H 3.9504 -0.5606 -0.6014
H 4.0153 0.6920 0.6463
C -1.2858 0.5746 -1.1851
Ge -1.4182 0.5183 -3.1042
C -1.3534 2.2909 -3.9170
C -2.2522 3.2680 -3.4879
C -2.2323 4.5424 -4.0350
C -1.3072 4.8597 -5.0209
C -0.4018 3.9011 -5.4505
C -0.4253 2.6260 -4.8993
C -3.1401 -0.3032 -3.5180
C -4.0089 0.2086 -4.4787
C -5.2508 -0.3766 -4.6979
C -5.6381 -1.4797 -3.9522
C -4.7833 -1.9964 -2.9861
C -3.5444 -1.4115 -2.7715
C 0.0423 -0.6031 -3.7549
C 1.0317 -1.0115 -2.8622
C 2.0788 -1.8176 -3.2904
C 2.1473 -2.2243 -4.6148
C 1.1651 -1.8272 -5.5134
C 0.1189 -1.0238 -5.0823
H -2.9663 3.0345 -2.7050
H -2.9328 5.2910 -3.6857
H -1.2877 5.8555 -5.4470
H 0.3284 4.1470 -6.2120
H 0.2923 1.8858 -5.2357
H -3.7201 1.0794 -5.0570
H -5.9173 0.0338 -5.4472
H -6.6080 -1.9334 -4.1177
H -5.0876 -2.8473 -2.3889
H -2.8997 -1.7966 -1.9881
H 0.9765 -0.7064 -1.8219
H 2.8361 -2.1310 -2.5827
H 2.9629 -2.8550 -4.9476
H 1.2125 -2.1482 -6.5471
H -0.6509 -0.7283 -5.7883


Record 3
87
Properties=species:S:1:pos:R:3 method="wB97M-V/def2-TZVPD" relative_energy_kcal_mol=0.0 charge=-1 fmax_ev_per_a=0.3 total_energy_ev=-79324.2481 molar_mass_da=662.81 homo_lumo_gap_ev=5.691
Ca 0.0206 -0.3322 0.0357
O 1.0450 -2.3436 -0.2721
C 2.1591 -2.9202 0.0111
C 2.5912 -4.0494 -0.7384
C 3.7828 -4.6887 -0.4833
C 4.6233 -4.2531 0.5469
C 4.2250 -3.1658 1.2970
C 3.0253 -2.4843 1.0598
C 2.7553 -1.3220 1.8912
N 1.7961 -0.4863 1.7579
N 1.8292 0.5434 2.7032
C 1.1478 1.5799 2.2741
O 0.5653 1.6967 1.1489
C 1.0558 2.7325 3.2339
C 0.3366 3.8612 2.8539
C 0.2004 4.9374 3.7202
C 0.7857 4.8957 4.9780
C 1.5078 3.7718 5.3620
C 1.6423 2.6968 4.4970
H 1.9364 -4.3861 -1.5342
H 4.0719 -5.5411 -1.0885
H 5.5601 -4.7553 0.7493
H 4.8618 -2.8076 2.1008
H 3.4777 -1.1283 2.6905
H -0.1099 3.8707 1.8677
H -0.3622 5.8107 3.4125
H 0.6806 5.7351 5.6547
H 1.9682 3.7329 6.3420
H 2.1977 1.8133 4.7801
C -3.9003 2.1759 -0.7854
C -2.9280 1.4760 0.1167
O -1.8163 1.1300 -0.2572
N -3.3422 1.2634 1.3909
C -2.4761 0.6900 2.4093
C -2.4884 -0.8228 2.4350
C -3.4333 -1.5278 3.1694
C -3.3998 -2.9118 3.1549
C -2.4178 -3.5508 2.4149
C -1.5119 -2.7754 1.7114
N -1.5502 -1.4423 1.7183
H -3.3452 2.7940 -1.4869
H -4.6081 2.7898 -0.2278
H -4.4505 1.4317 -1.3631
H -4.2830 1.5103 1.6399
H -2.7955 1.0794 3.3762
H -1.4603 1.0384 2.2206
H -4.1791 -0.9962 3.7470
H -4.1263 -3.4835 3.7184
H -2.3536 -4.6294 2.3826
H -0.7201 -3.2141 1.1124
C -1.5969 -1.7400 -1.7472
C -2.8192 -1.2222 -2.1227
C -4.0492 -1.6122 -1.4806
C -5.2672 -1.1388 -1.8818
C -5.3866 -0.2075 -2.9349
C -4.1946 0.2220 -3.5619
C -2.9738 -0.2454 -3.1706
C -6.6543 0.2900 -3.3334
N -7.6906 0.6935 -3.6520
H -0.7260 -1.5743 -2.3736
H -1.5584 -2.6061 -1.0983
H -3.9963 -2.3365 -0.6736
H -6.1698 -1.4779 -1.3846
H -4.2653 0.9441 -4.3680
H -2.0792 0.1052 -3.6750
C 2.7918 -0.7662 -4.6524
C 1.8100 -0.8472 -3.4873
P 2.0468 0.3131 -2.0721
C 3.8081 0.0085 -1.6321
C 4.3464 0.9719 -0.5743
C 2.0956 1.9553 -2.9188
C 1.7847 3.1062 -1.9574
H 2.4978 -1.4569 -5.4451
H 3.8034 -1.0324 -4.3452
H 2.8225 0.2368 -5.0821
H 1.8059 -1.8491 -3.0481
H 0.7901 -0.6706 -3.8405
H 4.4239 0.0544 -2.5340
H 3.8461 -1.0174 -1.2536
H 4.4658 1.9784 -0.9789
H 5.3232 0.6382 -0.2199
H 3.6760 1.0310 0.2842
H 1.3269 1.9143 -3.6970
H 3.0552 2.1066 -3.4219
H 0.8412 2.9352 -1.4378
H 1.7256 4.0572 -2.4909
H 2.5494 3.1999 -1.1862


Record 4
86
Properties=species:S:1:pos:R:3 method="wB97M-V/def2-TZVPD" relative_energy_kcal_mol=0.0 charge=+1 multiplicity=2 fmax_ev_per_a=1.2 total_energy_ev=-78323.2629 molar_mass_da=768.91 s_squared=0.75 homo_lumo_gap_ev="7.696 / 7.788"
Ce -0.1395 -0.3658 0.0041
C -3.7142 0.0751 -0.0822
C -4.0379 -0.8672 1.0875
C -4.5949 -0.0761 2.2738
C -2.8258 -1.7143 1.4280
C -2.5144 -2.8262 0.6321
C -1.5167 -3.7165 0.9999
C -0.7948 -3.5382 2.1797
C 0.1384 -4.5967 2.6780
C -1.0596 -2.4045 2.9425
C -2.0538 -1.5025 2.5753
H -4.6201 0.5758 -0.4177
H -3.3116 -0.4905 -0.9281
H -3.0015 0.8523 0.2288
H -4.8215 -1.5595 0.7559
H -3.9497 0.7599 2.5368
H -4.7225 -0.7199 3.1417
H -5.5708 0.3303 2.0163
H -3.1187 -3.0459 -0.2397
H -1.3347 -4.5892 0.3906
H -0.4424 -5.3663 3.1855
H 0.8508 -4.2006 3.3968
H 0.6764 -5.0792 1.8676
H -0.5579 -2.2729 3.8918
H -2.3155 -0.7104 3.2630
C 2.3108 -2.7876 0.6894
N 2.4963 -1.5069 -0.0137
C 3.0598 -1.8219 -1.3376
C 3.4878 -0.6651 0.6858
C 3.0791 -0.2411 2.0935
N 1.8889 0.6233 2.1303
C 2.2739 2.0106 1.8272
C 1.3610 0.6051 3.4997
H 3.2735 -3.2843 0.8672
H 1.6978 -3.4502 0.0756
H 1.8097 -2.6342 1.6458
H 3.9838 -2.4058 -1.2438
H 3.2962 -0.9025 -1.8707
H 2.3432 -2.4076 -1.9143
H 3.6526 0.2293 0.0768
H 4.4457 -1.2019 0.7632
H 3.9343 0.2778 2.5506
H 2.8845 -1.1249 2.7041
H 3.0923 2.3409 2.4786
H 1.4175 2.6622 1.9954
H 2.5823 2.1126 0.7884
H 2.1065 0.9455 4.2255
H 1.0521 -0.4062 3.7588
H 0.5005 1.2650 3.5675
C 2.5058 2.0611 -4.4663
C 2.2736 1.0566 -3.5417
C 1.6025 1.3317 -2.3620
C 1.1096 2.6117 -2.0923
C 1.3960 3.6207 -3.0213
C 2.0820 3.3498 -4.1879
C 0.3358 2.9649 -0.9065
C -0.3495 2.1509 -0.0645
C -1.0972 2.8409 1.0206
C -1.4858 4.1876 0.9953
C -2.1099 4.7755 2.0804
C -2.3821 4.0443 3.2246
C -2.0551 2.6991 3.2586
C -1.4381 2.1133 2.1693
H 3.0331 1.8395 -5.3807
H 2.6296 0.0564 -3.7514
H 1.4724 0.5382 -1.6068
H 1.0672 4.6318 -2.8315
H 2.2918 4.1426 -4.8875
H 0.3091 4.0459 -0.7756
H -1.3237 4.7852 0.1116
H -2.3853 5.8188 2.0367
H -2.8568 4.5108 4.0727
H -2.2899 2.1162 4.1377
H -1.1945 1.0393 2.1901
F -0.2452 0.0052 -7.0981
C -0.2943 -0.5818 -5.9031
C -0.7013 0.1352 -4.7829
F -1.0446 1.4197 -4.8711
C -0.7435 -0.4996 -3.5559
F -1.1728 0.2190 -2.4497
C -0.3465 -1.8241 -3.3537
S -0.3516 -2.5479 -1.7898
C 0.0562 -2.5242 -4.5059
F 0.4591 -3.7929 -4.3894
C 0.0793 -1.9197 -5.7537
F 0.4870 -2.6070 -6.8169


Record 5
93
Properties=species:S:1:pos:R:3 method="wB97M-V/def2-TZVPD" relative_energy_kcal_mol=52.3 charge=+1 multiplicity=7 fmax_ev_per_a=4.7 total_energy_ev=-232884.1447 molar_mass_da=1019.69 s_squared=12.01 homo_lumo_gap_ev="3.480 / 6.073"
Eu 9.0868 13.4023 12.9771
C 5.9700 15.0728 12.3044
C 7.0131 15.3158 11.1702
N 8.3925 15.6277 11.5944
C 8.5009 16.9110 12.3070
C 9.0973 16.8212 13.7457
N 8.5987 15.7011 14.5834
C 7.1891 15.8229 15.0048
C 6.2765 14.5746 14.7131
N 6.3710 14.0554 13.3189
H 5.0205 14.7543 11.7970
H 5.7515 16.0271 12.8100
H 6.6420 16.1460 10.5294
H 7.0306 14.4262 10.5283
H 8.9956 15.6046 10.7873
H 7.5145 17.4322 12.4152
H 9.2079 17.6021 11.7692
H 8.8718 17.7867 14.2876
H 10.1915 16.7470 13.6980
H 9.1792 15.6497 15.4265
H 6.7256 16.6902 14.4785
H 7.0837 16.0313 16.0689
H 5.2330 14.8808 14.8939
H 6.5366 13.7783 15.4094
H 5.7082 13.2821 13.1966
Se 14.7256 13.9185 18.0734
P 13.2316 12.3320 18.1383
C 14.0696 10.7465 17.8548
C 14.8542 10.1564 18.8526
C 15.5386 8.9901 18.5731
C 15.5079 8.4152 17.3151
C 14.7380 9.0184 16.3135
C 14.0671 10.1992 16.5638
C 12.3762 12.4960 19.6905
C 12.3944 11.5908 20.7648
C 11.7058 11.9035 21.9393
C 11.0247 13.1314 22.0477
C 11.0366 14.0226 20.9951
C 11.7414 13.7097 19.8514
C 12.1724 12.8380 16.7997
C 11.0210 12.2756 16.1804
N 10.7459 13.0241 15.0077
N 11.6460 14.0344 14.9838
N 12.4698 13.9572 16.0101
P 9.9318 11.0291 16.6380
Se 8.3098 10.7956 15.0876
C 8.9085 11.5427 17.9886
C 8.4551 12.8707 18.0677
C 7.7113 13.2781 19.1592
C 7.2876 12.3265 20.1070
C 7.6611 11.0017 19.9713
C 8.4702 10.6114 18.9062
C 10.5916 9.4228 16.9490
C 10.5842 8.4910 15.9128
C 10.8772 7.1433 16.1652
C 11.2602 6.7593 17.4164
C 11.3690 7.6966 18.4447
C 11.0948 9.0339 18.2036
H 14.9489 10.5989 19.8454
H 16.2101 8.5727 19.3402
H 16.0721 7.4751 17.1383
H 14.7281 8.5615 15.3218
H 13.5951 10.7282 15.7229
H 12.8839 10.6150 20.6746
H 11.6902 11.1701 22.7618
H 10.4791 13.3503 22.9677
H 10.5310 14.9924 21.0536
H 11.8588 14.4802 19.1014
H 8.7728 13.5817 17.3282
H 7.4236 14.3308 19.2914
H 6.5967 12.5975 20.9330
H 7.3035 10.2663 20.7113
H 8.7061 9.5484 18.7968
H 10.2852 8.7727 14.8993
H 10.8171 6.4033 15.3404
H 11.4843 5.7074 17.6126
H 11.5531 7.3552 19.4546
H 11.2280 9.7646 19.0068
N 12.2726 12.0391 7.4431
C 12.3211 12.6020 8.4962
N 12.6186 13.3590 9.5291
C 11.7915 13.3700 10.5522
N 11.1448 13.4419 11.5529
C 7.3939 9.2199 11.2516
S 7.4119 10.9141 10.6787
C 8.3957 10.6509 9.2092
O 8.4055 11.6772 11.5828
H 8.3612 8.9461 11.6516
H 7.0926 8.5781 10.4173
H 6.6437 9.1499 12.0459
H 7.9258 9.8494 8.6067
H 9.4266 10.3799 9.4435
H 8.4118 11.5774 8.6301


The highest charge belongs to which entry?
C36H40F7N8O3PSbV


The highest charge belongs to which entry?
C36H40F7N8O3PSbV


Repeat the second record exactly.
83
Properties=species:S:1:pos:R:3 method="wB97M-V/def2-TZVPD" relative_energy_kcal_mol=0.0 charge=-1 fmax_ev_per_a=0.4 total_energy_ev=-172722.8934 molar_mass_da=773.31 homo_lumo_gap_ev=5.811
Ru -1.2343 0.6411 0.4701
N -5.8821 -1.1069 0.9244
C -4.5741 -0.6463 0.9810
O -3.7412 -1.2558 1.6141
C -4.3562 0.6324 0.2047
C -3.1679 1.4849 0.6189
H -6.0345 -2.0485 1.2438
H -6.5201 -0.7274 0.2491
H -5.3000 1.1957 0.2562
H -4.2327 0.3274 -0.8416
H -3.3290 1.8580 1.6396
H -3.1871 2.3761 -0.0179
C 3.4930 -1.3959 6.6984
C 3.1391 0.0336 6.2638
C 4.4318 0.8529 6.1394
C 2.2805 0.6639 7.3606
C 2.4163 0.0023 4.9194
C 1.1393 0.5010 4.7325
C 0.5611 0.4345 3.4770
Br -1.1911 1.1167 3.1942
C 1.1683 -0.1116 2.3333
O 0.5819 -0.1800 1.1873
C 2.4951 -0.6178 2.5362
C 3.0558 -0.5462 3.7961
C 3.2471 -1.2145 1.3445
C 2.4692 -2.4114 0.7757
C 4.6413 -1.7120 1.7334
C 3.4223 -0.1411 0.2599
H 4.0111 -1.3878 7.6618
H 4.1421 -1.8828 5.9697
H 2.5890 -1.9997 6.7957
H 4.9616 0.8846 7.0960
H 4.2067 1.8762 5.8334
H 5.1029 0.4225 5.3951
H 2.8310 0.6630 8.3043
H 1.3538 0.1073 7.5112
H 2.0240 1.6977 7.1221
H 0.5753 0.9445 5.5407
H 4.0575 -0.9333 3.9289
H 2.3624 -3.1888 1.5363
H 3.0128 -2.8411 -0.0720
H 1.4768 -2.1109 0.4466
H 4.5959 -2.5043 2.4842
H 5.2679 -0.9046 2.1189
H 5.1321 -2.1207 0.8470
H 2.4591 0.2467 -0.0646
H 3.9504 -0.5606 -0.6014
H 4.0153 0.6920 0.6463
C -1.2858 0.5746 -1.1851
Ge -1.4182 0.5183 -3.1042
C -1.3534 2.2909 -3.9170
C -2.2522 3.2680 -3.4879
C -2.2323 4.5424 -4.0350
C -1.3072 4.8597 -5.0209
C -0.4018 3.9011 -5.4505
C -0.4253 2.6260 -4.8993
C -3.1401 -0.3032 -3.5180
C -4.0089 0.2086 -4.4787
C -5.2508 -0.3766 -4.6979
C -5.6381 -1.4797 -3.9522
C -4.7833 -1.9964 -2.9861
C -3.5444 -1.4115 -2.7715
C 0.0423 -0.6031 -3.7549
C 1.0317 -1.0115 -2.8622
C 2.0788 -1.8176 -3.2904
C 2.1473 -2.2243 -4.6148
C 1.1651 -1.8272 -5.5134
C 0.1189 -1.0238 -5.0823
H -2.9663 3.0345 -2.7050
H -2.9328 5.2910 -3.6857
H -1.2877 5.8555 -5.4470
H 0.3284 4.1470 -6.2120
H 0.2923 1.8858 -5.2357
H -3.7201 1.0794 -5.0570
H -5.9173 0.0338 -5.4472
H -6.6080 -1.9334 -4.1177
H -5.0876 -2.8473 -2.3889
H -2.8997 -1.7966 -1.9881
H 0.9765 -0.7064 -1.8219
H 2.8361 -2.1310 -2.5827
H 2.9629 -2.8550 -4.9476
H 1.2125 -2.1482 -6.5471
H -0.6509 -0.7283 -5.7883